Record 1
ORCA calculation (wB97M-V/def2-TZVPD) on 3 unconnected molecules or ions with the total composition C4H17N2O2.

Structure (XYZ):
```
25
Properties=species:S:1:pos:R:3:forces:R:3:mulliken_charge:R:1
C 0.878 -1.200 1.740 0.0 0.4 0.3 -0.64
N 0.293 -0.311 2.752 0.1 -0.3 -0.2 -0.51
C 0.612 -0.750 0.296 0.7 -0.9 0.1 -0.75
N 0.173 0.658 0.127 -1.5 -0.2 -1.0 -0.06
C -1.284 0.803 0.464 -1.0 0.8 1.7 -0.40
C -1.873 2.001 -0.240 -1.1 0.3 1.1 -1.26
H 1.948 -1.219 1.909 0.2 0.0 -0.1 0.37
H 0.543 -2.229 1.849 -0.1 -0.1 -0.1 0.29
H 1.025 -0.042 3.392 -0.2 0.1 0.2 0.23
H -0.416 -0.801 3.285 0.0 0.2 0.0 0.24
H 1.465 -1.057 -0.313 0.4 0.9 0.1 0.36
H -0.100 -1.385 -0.203 -0.9 0.2 0.1 0.41
H 0.704 1.399 0.587 0.2 -0.4 0.3 0.35
H 0.203 0.892 -0.909 0.7 -0.4 0.9 0.53
H -1.469 0.959 1.530 0.9 0.1 0.0 0.28
H -1.783 -0.156 0.364 0.1 0.0 -1.0 0.41
H -1.737 1.934 -1.292 0.1 0.5 -0.9 0.40
H -2.934 2.148 -0.001 -0.2 -1.0 -0.4 0.39
H -1.624 2.954 0.234 1.3 0.0 -0.5 0.37
H 0.805 -2.427 -3.154 0.3 0.2 0.0 0.31
H -0.584 -2.065 -2.821 -0.1 0.4 0.0 0.30
O 0.302 -1.678 -2.805 -0.2 -0.7 -0.1 -0.58
H 1.421 0.597 -3.007 -0.2 0.1 -0.3 0.32
H 1.941 0.108 -1.697 0.1 0.1 -0.1 0.33
O 1.491 0.867 -2.086 0.3 0.0 -0.2 -0.67
```
Forces are in eV/Å.

Values from the calculation:
- 2S+1 = 1
- net charge = +1
- DFT total energy (eV) = -11492.2951

***

Record 2
ORCA calculation (wB97M-V/def2-TZVPD) on 4 unconnected molecules or ions with the total composition C4H17N2O2.

Structure (XYZ):
```
25
Properties=species:S:1:pos:R:3:forces:R:3:mulliken_charge:R:1
C -2.536 -1.033 1.701 0.2 -0.2 1.3 -0.93
C -1.920 -0.901 0.167 -4.3 -3.0 -1.1 -0.53
C -2.029 0.512 -0.255 -0.6 0.9 -1.2 -0.75
C -1.017 0.881 -1.377 -1.0 3.6 1.8 -0.39
N -0.022 1.742 -0.662 -0.3 -2.9 0.1 -0.36
N -0.589 -1.569 -0.151 -2.2 6.4 1.8 -0.27
H -2.387 -0.035 2.353 -0.1 -1.8 -1.8 0.26
H -1.902 -1.835 2.183 -0.8 0.7 -0.4 0.41
H -3.641 -1.375 1.819 1.9 0.7 -0.6 0.33
H -2.721 -1.560 -0.332 1.1 1.0 0.2 0.53
H -3.121 0.667 -0.528 1.0 -0.3 0.4 0.35
H -1.870 1.296 0.511 0.1 -0.4 0.2 0.56
H -1.454 1.715 -1.982 -0.2 -1.5 -0.3 0.37
H -0.719 -0.046 -1.883 0.5 0.2 0.0 0.31
H 0.476 1.180 0.061 0.7 0.9 -1.6 0.07
H 0.508 2.225 -1.362 1.0 0.4 0.4 0.28
H -0.821 -2.483 -0.408 0.0 -2.6 1.3 0.23
H -0.604 -0.885 0.851 2.7 -1.9 -0.1 -0.09
H -0.408 0.420 1.639 -0.2 -0.3 -0.5 0.38
H 1.212 -1.134 0.302 1.1 0.2 -0.2 0.50
H 2.785 -1.048 0.477 -0.4 0.4 0.0 0.34
O 1.969 -0.524 0.404 -0.5 -0.4 0.1 -0.61
H 5.304 0.539 -0.952 0.1 1.0 0.3 0.31
H 4.824 1.796 0.023 0.5 -1.0 -0.9 0.31
O 4.761 0.847 -0.215 -0.6 0.0 0.6 -0.61
```
Forces are in eV/Å.

Values from the calculation:
- 2S+1 = 1
- net charge = +1
- DFT total energy (eV) = -11482.1335

***

Record 3
ORCA calculation (wB97M-V/def2-TZVPD) on 4 unconnected molecules or ions with the total composition C4H17N2O4.

Structure (XYZ):
```
27
Properties=species:S:1:pos:R:3:forces:R:3:mulliken_charge:R:1
C 0.856 -1.116 0.393 2.8 -2.5 3.7 -0.90
C -0.504 -1.333 1.139 -1.3 -2.3 -3.4 -0.57
C -0.830 -0.336 2.187 -1.1 0.5 -0.2 -0.66
C -0.259 1.000 1.836 -3.6 2.8 3.5 0.57
N -0.640 1.982 2.704 -0.7 2.4 1.9 -0.47
O 0.219 1.416 0.839 2.4 -0.1 -4.0 -0.60
N 1.018 -0.261 -0.860 -8.3 -5.2 0.2 -0.26
H 1.182 -2.227 0.350 0.0 2.3 -1.3 0.40
H 1.641 -0.693 1.214 -1.8 -0.7 -2.2 0.34
H -0.523 -2.414 1.496 0.5 1.5 0.0 0.38
H -1.318 -1.529 0.307 1.2 1.1 1.5 0.29
H -0.437 -0.630 3.133 0.3 -0.3 0.8 0.36
H -1.938 -0.144 2.359 1.3 -0.5 -0.4 0.37
H -0.571 3.035 2.536 0.5 -2.5 -0.5 0.25
H -1.275 1.873 3.490 0.4 -0.8 -0.2 0.20
H 0.877 -0.740 -1.791 0.9 0.4 1.3 0.33
H 0.145 0.333 -0.754 1.6 0.0 -0.3 0.49
H 1.773 0.251 -0.788 4.8 3.2 -0.1 0.45
H -0.224 -4.188 -1.585 0.7 1.8 2.5 0.30
H 0.384 -4.748 -0.364 -0.3 2.0 0.2 0.33
O 0.099 -3.819 -0.653 -0.5 -4.0 -2.9 -0.62
H -1.473 3.421 -3.336 -0.4 -0.2 -0.3 0.32
H -2.383 2.460 -4.115 -4.0 0.0 -2.0 0.29
O -1.599 2.537 -3.698 4.5 0.1 2.4 -0.60
H 1.444 2.025 -1.354 0.7 0.0 -1.5 0.32
H 2.508 2.240 -2.512 -0.9 -0.7 0.4 0.33
O 1.831 1.604 -2.173 0.5 1.7 0.8 -0.65
```
Forces are in eV/Å.

Values from the calculation:
- 2S+1 = 1
- net charge = +1
- DFT total energy (eV) = -15586.2478

***

Record 4
ORCA calculation (wB97M-V/def2-TZVPD) on 4 unconnected molecules or ions with the total composition C4H17N2O4S.

Structure (XYZ):
```
28
Properties=species:S:1:pos:R:3:forces:R:3:mulliken_charge:R:1
N 0.828 -1.424 -0.484 -0.5 -1.1 1.0 -0.14
C 0.393 -0.020 -0.822 0.4 -0.5 -1.0 0.21
C 0.934 0.301 -2.210 0.2 0.9 -0.4 -0.86
S 0.111 -0.587 -3.588 0.5 -0.3 0.1 -0.17
C 1.178 0.828 0.186 0.6 0.1 0.5 -0.19
N 0.652 1.793 0.949 -0.8 -0.5 -0.7 -0.09
C -0.770 1.940 1.256 0.1 0.2 -0.7 -0.68
O 2.367 0.528 0.226 -0.1 0.7 -0.4 -0.68
H 1.820 -1.426 -0.185 0.1 0.2 -0.4 0.39
H 0.631 -2.144 -1.182 0.4 0.5 -0.6 0.41
H 0.298 -1.800 0.333 -0.1 0.8 -0.2 0.35
H -0.683 0.032 -0.950 -0.1 0.0 1.0 0.29
H 2.022 0.210 -2.233 -0.1 -0.7 -0.2 0.46
H 0.830 1.366 -2.428 -0.4 0.0 0.3 0.43
H -1.027 -0.943 -2.974 0.0 0.2 0.2 0.12
H 1.317 2.442 1.340 0.1 -0.2 0.3 0.30
H -1.096 1.277 2.052 0.2 0.3 0.4 0.21
H -1.382 1.664 0.397 0.1 0.2 -0.1 0.26
H -0.924 2.995 1.454 -0.3 -0.1 0.3 0.37
H -1.639 -1.592 1.915 0.3 0.0 0.1 0.29
H -2.083 -1.268 0.512 0.2 0.4 0.0 0.34
O -1.300 -1.207 1.097 -0.6 -0.6 0.3 -0.61
H -4.079 -0.083 -0.833 -0.3 0.0 0.3 0.28
H -3.974 -0.082 0.744 -0.5 0.1 -0.2 0.31
O -3.481 -0.054 -0.080 0.7 -0.2 -0.2 -0.59
H 2.252 -0.854 1.960 0.1 0.1 0.3 0.29
H 3.714 -0.585 1.718 0.0 0.0 -0.1 0.35
O 3.088 -1.308 1.831 -0.1 -0.6 0.2 -0.63
```
Forces are in eV/Å.

Values from the calculation:
- 2S+1 = 1
- net charge = +1
- DFT total energy (eV) = -26423.3014